No. 1
60
Properties=species:S:1:pos:R:3:lowdin_charge:R:1 method="wB97M-V/def2-TZVPD" homo_ev=0.39 e_above_lowest_kj_mol=149.40 total_energy_ev=-96466.854 multiplicity=1 charge=-2
Cs -0.86 -0.59 -0.94 0.60
Cl -0.68 -4.82 -3.48 0.58
C 0.99 -4.36 -3.28 -0.76
C 1.32 -3.62 -2.14 -0.15
C 2.68 -3.33 -2.08 -0.77
Cl 3.23 -2.43 -0.70 0.59
C 3.62 -3.71 -3.02 -0.73
Cl 5.31 -3.33 -2.84 0.60
C 3.22 -4.43 -4.13 -0.73
Cl 4.37 -4.96 -5.31 0.60
C 1.88 -4.76 -4.26 -0.72
Cl 1.37 -5.70 -5.64 0.59
C -0.37 2.86 5.70 -0.12
C 0.23 2.00 4.78 -0.12
C -0.39 1.66 3.60 -0.03
C -1.65 2.21 3.27 -0.29
C -2.24 3.09 4.21 -0.04
C -1.62 3.40 5.39 -0.12
N -2.27 1.82 2.14 0.07
N -3.12 2.68 1.62 0.06
C -3.89 2.32 0.58 -0.37
C -4.98 3.21 0.35 -0.08
C -5.78 3.09 -0.76 -0.15
C -5.58 2.04 -1.63 -0.13
C -4.60 1.09 -1.34 -0.20
C -3.67 1.25 -0.33 -0.12
H 0.13 3.12 6.63 0.08
H 1.22 1.60 5.00 0.09
H 0.10 1.02 2.89 0.09
H -3.21 3.50 3.97 0.09
H -2.09 4.09 6.09 0.09
H -5.19 3.96 1.10 0.08
H -6.60 3.79 -0.92 0.08
H -6.18 1.96 -2.54 0.08
H -4.53 0.21 -1.99 0.07
C 1.67 -1.38 6.06 -0.04
N 2.10 -1.25 4.70 -0.15
C 3.36 -0.97 4.26 -0.09
C 3.29 -0.90 2.90 -0.16
N 2.02 -1.13 2.50 0.07
C 1.33 -1.34 3.58 -0.19
H 2.34 -0.81 6.70 0.09
H 1.68 -2.43 6.38 0.09
H 0.66 -0.98 6.17 0.09
H 4.17 -0.83 4.95 0.10
H 4.07 -0.69 2.19 0.09
H 0.28 -1.56 3.62 0.13
C 1.80 1.14 -4.04 -0.13
C 1.06 -0.05 -4.66 -0.60
C 1.16 0.05 -6.20 -0.14
C -0.37 -0.12 -4.21 -0.30
H 2.84 1.18 -4.36 0.05
H 1.78 1.06 -2.95 0.05
H 1.30 2.07 -4.32 0.06
H 1.58 -0.97 -4.36 0.10
H 0.56 0.89 -6.55 0.06
H 0.76 -0.85 -6.65 0.05
H 2.18 0.18 -6.54 0.04
H -0.86 -1.00 -4.63 -0.04
H -0.92 0.77 -4.53 -0.04

No. 2
14
Properties=species:S:1:pos:R:3:lowdin_charge:R:1 method="wB97M-V/def2-TZVPD" homo_ev=-9.87 e_above_lowest_kj_mol=257.71 total_energy_ev=-9844.609 multiplicity=1 smiles="NC(=O)C[C@H]1CO1"
N 0.17 1.05 2.39 0.15
C 0.13 0.18 1.33 -0.53
O -0.29 -0.96 1.47 0.05
C 0.74 0.52 -0.02 -0.08
C 0.51 -0.81 -0.75 -0.13
C -0.76 -0.97 -1.59 -0.22
O 0.31 -0.55 -2.35 -0.09
H -0.21 0.64 3.24 0.11
H -0.09 2.00 2.20 0.10
H 1.77 0.92 0.12 0.14
H 0.21 1.25 -0.63 0.12
H 1.23 -1.55 -0.28 0.16
H -1.62 -0.27 -1.52 0.12
H -1.15 -1.97 -1.83 0.11

No. 3
38
Properties=species:S:1:pos:R:3:lowdin_charge:R:1 method="wB97M-V/def2-TZVPD" homo_ev="-11.31 / -11.31" e_above_lowest_kj_mol=10.59 total_energy_ev=-67608.712 multiplicity=1 charge=+1
Ru 0.16 -0.97 0.68 0.80
N -1.89 -1.17 4.47 0.15
C -1.38 -1.04 3.26 -0.79
S -0.06 -2.02 2.76 0.65
N -1.98 -0.09 2.50 0.06
N -1.44 0.06 1.31 -0.16
C -1.99 1.04 0.59 -0.01
C -1.59 1.49 -0.66 -0.09
C -2.34 2.58 -1.21 -0.02
C -2.02 3.14 -2.40 -0.03
C -0.90 2.64 -3.13 -0.01
C -0.16 1.60 -2.66 0.02
C -0.46 0.99 -1.42 -0.30
O 0.29 0.03 -1.03 -0.16
H -1.50 -1.83 5.13 0.12
H -2.64 -0.57 4.76 0.13
H -2.83 1.53 1.07 0.14
H -3.18 2.96 -0.64 0.13
H -2.60 3.96 -2.80 0.12
H -0.64 3.09 -4.07 0.12
H 0.70 1.23 -3.20 0.13
N 1.91 -1.90 -0.10 -0.04
N 1.62 -2.93 -1.02 -0.01
C 0.37 -3.33 -1.23 -0.75
N 0.15 -4.29 -2.12 0.13
S -0.96 -2.68 -0.36 0.72
H 2.36 -1.10 -0.58 0.09
H 2.56 -2.25 0.60 0.14
H 2.39 -3.28 -1.58 0.17
H 0.90 -4.76 -2.61 0.13
H -0.79 -4.59 -2.29 0.12
F 3.03 0.76 -0.36 -0.36
Sb 2.63 1.88 1.15 1.42
F 1.35 0.41 1.69 -0.47
F 1.16 2.54 0.17 -0.31
F 2.06 2.77 2.68 -0.32
F 3.80 3.19 0.56 -0.32
F 3.90 0.89 2.09 -0.33

No. 4
196
Properties=species:S:1:pos:R:3:lowdin_charge:R:1 method="wB97M-V/def2-TZVPD" homo_ev=-20.55 e_above_lowest_kj_mol=0.00 total_energy_ev=-80761.882 multiplicity=1 charge=+6
C -4.14 1.56 2.60 0.01
C -3.58 2.81 1.92 -0.43
C -4.05 4.06 2.67 -0.11
C -3.49 4.31 4.12 -0.09
C -1.95 4.52 3.85 -0.11
C -1.25 3.30 3.22 -0.44
N -2.04 2.88 2.02 0.06
O -1.39 2.71 1.00 0.20
C -1.34 2.19 4.27 0.00
C 0.20 3.65 2.92 0.00
C -3.97 2.91 0.46 -0.01
H -4.05 1.50 3.69 0.07
H -3.60 0.66 2.30 0.07
H -5.21 1.43 2.43 0.12
H -5.13 3.91 2.73 0.14
H -3.92 4.95 2.06 0.14
H -3.73 3.49 4.79 0.11
H -3.89 5.23 4.55 0.13
H -1.50 4.84 4.79 0.14
H -1.90 5.38 3.18 0.13
H -2.33 1.78 4.49 0.06
H -0.94 2.48 5.24 0.12
H -0.75 1.32 3.97 0.09
H 0.18 4.37 2.10 0.10
H 0.77 2.77 2.62 0.08
H 0.75 4.19 3.69 0.10
H -3.64 2.00 -0.05 0.07
H -3.55 3.78 -0.04 0.10
H -5.05 2.83 0.48 0.12
C -8.95 -3.33 -4.17 -0.07
C -7.87 -2.23 -4.28 -0.20
C -6.43 -2.54 -3.90 -0.11
N -5.53 -1.29 -3.99 -0.22
C -5.37 -0.73 -5.42 0.06
C -4.08 -1.73 -3.50 -0.08
C -3.94 -1.27 -2.04 -0.14
C -4.76 0.01 -2.04 -0.16
C -5.95 -0.21 -2.98 -0.07
H -8.96 -4.09 -4.95 0.09
H -9.94 -2.89 -4.07 0.09
H -9.02 -4.02 -3.32 0.08
H -8.18 -1.36 -3.69 0.10
H -7.87 -1.91 -5.32 0.12
H -5.94 -3.26 -4.56 0.14
H -6.28 -2.90 -2.88 0.13
H -6.33 -0.29 -5.69 0.11
H -5.18 -1.55 -6.10 0.12
H -4.51 -0.06 -5.34 0.07
H -3.35 -1.18 -4.09 0.10
H -3.99 -2.80 -3.66 0.12
H -2.90 -1.18 -1.72 0.10
H -4.55 -2.02 -1.53 0.12
H -4.23 0.89 -2.42 0.11
H -5.16 0.21 -1.04 0.11
H -6.08 0.64 -3.65 0.13
H -6.85 -0.41 -2.41 0.13
C 2.82 4.67 -3.54 -0.07
C 1.30 4.51 -3.45 -0.22
C 0.79 3.08 -3.37 -0.12
N -0.56 2.87 -4.11 -0.23
C -1.59 3.80 -3.49 0.05
C -0.39 3.08 -5.60 -0.06
C -1.46 2.17 -6.26 -0.13
C -1.98 1.24 -5.17 -0.17
C -0.96 1.38 -4.02 -0.08
H 3.19 4.40 -4.52 0.09
H 3.34 4.15 -2.73 0.05
H 3.11 5.72 -3.44 0.09
H 0.87 4.91 -4.37 0.11
H 0.95 5.02 -2.56 0.12
H 0.51 2.88 -2.34 0.12
H 1.57 2.39 -3.70 0.13
H -1.30 3.87 -2.44 0.10
H -2.62 3.49 -3.63 0.11
H -1.39 4.80 -3.86 0.12
H -0.48 4.15 -5.76 0.13
H 0.55 2.65 -5.94 0.14
H -2.20 2.70 -6.87 0.13
H -0.95 1.65 -7.07 0.12
H -3.01 1.55 -4.99 0.09
H -2.03 0.23 -5.57 0.11
H -1.36 1.06 -3.06 0.12
H -0.18 0.66 -4.24 0.13
C -2.10 -1.84 1.79 -0.11
C -2.11 -2.15 3.28 -0.19
C -3.05 -3.41 3.26 -0.09
N -3.80 -3.63 4.63 -0.25
C -4.88 -2.58 4.81 0.05
C -2.74 -3.56 5.73 -0.12
C -3.18 -4.40 6.96 -0.11
C -3.74 -5.60 6.17 -0.14
C -4.33 -5.04 4.91 -0.10
H -3.11 -1.51 1.53 0.07
H -2.00 -2.71 1.14 0.08
H -1.33 -1.10 1.65 0.05
H -2.53 -1.27 3.75 0.10
H -1.11 -2.49 3.55 0.12
H -2.61 -4.39 3.13 0.14
H -3.92 -3.38 2.62 0.12
H -5.43 -2.70 3.88 0.11
H -4.47 -1.58 4.79 0.09
H -5.40 -2.83 5.74 0.12
H -2.46 -2.53 5.95 0.13
H -1.84 -4.08 5.39 0.13
H -3.94 -3.97 7.61 0.12
H -2.26 -4.58 7.53 0.13
H -4.45 -6.06 6.85 0.14
H -2.86 -6.14 5.81 0.13
H -5.41 -5.05 5.10 0.14
H -4.24 -5.68 4.03 0.14
C 6.39 -0.95 -5.83 -0.07
C 6.68 -0.22 -4.51 -0.20
C 5.63 -0.48 -3.40 -0.16
N 5.92 0.20 -2.11 -0.23
C 7.32 -0.17 -1.59 0.07
C 4.83 -0.08 -1.00 -0.07
C 4.87 1.11 -0.10 -0.17
C 5.30 2.29 -0.91 -0.14
C 5.67 1.70 -2.24 -0.10
H 6.15 -2.01 -5.73 0.08
H 7.25 -0.87 -6.48 0.10
H 5.48 -0.53 -6.26 0.08
H 6.85 0.85 -4.65 0.12
H 7.58 -0.67 -4.08 0.11
H 5.43 -1.55 -3.30 0.13
H 4.63 -0.13 -3.66 0.12
H 7.29 0.13 -0.54 0.10
H 8.06 0.38 -2.16 0.12
H 7.44 -1.25 -1.52 0.12
H 5.19 -0.94 -0.43 0.13
H 3.93 -0.26 -1.58 0.10
H 5.49 0.89 0.77 0.10
H 3.84 1.25 0.26 0.12
H 6.13 2.83 -0.45 0.13
H 4.55 3.07 -0.99 0.11
H 6.61 2.07 -2.65 0.14
H 4.91 1.85 -3.00 0.13
C 3.64 -3.75 0.61 -0.08
C 3.19 -3.93 -0.85 -0.22
C 1.71 -3.64 -1.04 -0.09
N 1.32 -3.44 -2.52 -0.24
C 2.19 -2.44 -3.26 0.02
C 1.40 -4.77 -3.29 -0.07
C 0.16 -5.51 -2.84 -0.13
C -0.93 -4.47 -2.52 -0.12
C -0.17 -3.11 -2.48 -0.09
H 3.05 -4.48 1.16 0.09
H 3.50 -2.75 1.02 0.04
H 4.72 -3.90 0.72 0.09
H 3.40 -4.98 -1.06 0.12
H 3.93 -3.35 -1.40 0.10
H 1.39 -2.75 -0.51 0.13
H 1.06 -4.43 -0.65 0.14
H 2.20 -1.50 -2.72 0.08
H 1.71 -2.33 -4.24 0.11
H 3.16 -2.92 -3.42 0.10
H 1.47 -4.52 -4.35 0.14
H 2.34 -5.26 -3.05 0.14
H -0.24 -6.12 -3.65 0.13
H 0.31 -6.19 -2.00 0.13
H -1.67 -4.68 -3.28 0.11
H -1.38 -4.53 -1.53 0.11
H -0.33 -2.61 -3.44 0.12
H -0.37 -2.35 -1.72 0.11
C 3.73 -0.80 3.12 -0.09
C 4.59 0.34 3.66 -0.22
C 3.92 1.63 4.18 -0.12
N 4.80 2.67 4.86 -0.25
C 5.81 3.21 3.83 0.04
C 5.55 1.98 5.98 -0.08
C 5.68 3.17 6.97 -0.13
C 4.27 3.67 6.95 -0.14
C 4.01 3.87 5.45 -0.06
H 3.22 -0.54 2.19 0.05
H 2.93 -1.08 3.81 0.08
H 4.25 -1.72 2.86 0.07
H 5.27 0.67 2.87 0.07
H 5.32 -0.19 4.27 0.12
H 3.06 1.33 4.79 0.14
H 3.45 2.17 3.35 0.12
H 6.44 3.95 4.31 0.12
H 5.24 3.69 3.03 0.11
H 6.41 2.38 3.46 0.10
H 6.43 1.51 5.54 0.14
H 4.91 1.23 6.44 0.14
H 6.42 3.93 6.73 0.13
H 5.99 2.73 7.92 0.14
H 4.17 4.62 7.47 0.14
H 3.66 2.92 7.46 0.13
H 4.41 4.81 5.06 0.14
H 2.99 3.96 5.08 0.11
O 0.93 0.33 1.02 0.03
C 0.59 0.24 -0.33 -0.81
O -0.64 -0.01 -0.50 -0.08
O 1.45 0.36 -1.23 -0.04
H -0.01 0.06 1.06 0.03

No. 5
136
Properties=species:S:1:pos:R:3:lowdin_charge:R:1 method="wB97M-V/def2-TZVPD" homo_ev=-9.00 e_above_lowest_kj_mol=645.30 total_energy_ev=-62902.079 multiplicity=1 smiles=COC[C@H](C)N.COC[C@H](C)N.COC[C@H](C)N.COC[C@H](C)N.COC[C@H](C)N.COC[C@H](C)N.COC[C@H](C)N.COC[C@H](C)N
C 7.72 -0.74 6.20 -0.06
C 7.02 -0.88 4.82 -0.42
C 7.15 -2.26 4.20 -0.25
O 6.97 -3.31 5.07 -0.19
C 7.36 -4.56 4.62 -0.11
N 5.62 -0.54 5.06 0.03
H 7.62 0.22 6.72 0.07
H 8.79 -0.73 6.00 0.07
H 7.37 -1.54 6.86 0.08
H 7.50 -0.23 4.10 0.13
H 8.18 -2.27 3.83 0.12
H 6.48 -2.38 3.35 0.13
H 6.91 -4.61 3.63 0.08
H 7.03 -5.33 5.32 0.10
H 8.43 -4.65 4.40 0.09
H 5.15 -1.23 5.62 0.07
H 5.16 -0.76 4.18 0.06
C -4.02 4.41 4.29 -0.08
C -3.47 3.90 5.56 -0.48
C -1.91 3.89 5.59 -0.17
O -1.54 2.64 6.23 -0.19
C -0.13 2.59 6.30 -0.13
N -3.98 4.54 6.74 0.04
H -3.41 5.20 3.86 0.08
H -5.03 4.80 4.37 0.08
H -4.19 3.57 3.61 0.08
H -3.80 2.87 5.63 0.14
H -1.43 4.70 6.13 0.12
H -1.77 3.83 4.51 0.11
H 0.18 2.12 7.23 0.08
H 0.40 3.54 6.21 0.09
H 0.14 1.81 5.58 0.08
H -3.58 5.46 6.64 0.07
H -3.55 4.16 7.57 0.08
C -0.26 4.55 -5.02 -0.07
C -0.47 5.71 -5.94 -0.48
C 0.60 5.93 -7.05 -0.17
O 1.89 6.13 -6.46 -0.21
C 3.02 6.24 -7.42 -0.07
N -1.78 5.62 -6.54 0.02
H 0.71 4.53 -4.52 0.08
H -0.38 3.72 -5.71 0.08
H -1.04 4.58 -4.25 0.08
H -0.58 6.55 -5.25 0.13
H 0.36 6.79 -7.68 0.12
H 0.65 4.94 -7.50 0.12
H 3.25 5.32 -7.96 0.08
H 3.92 6.47 -6.85 0.07
H 2.94 7.17 -7.97 0.08
H -1.85 4.75 -7.05 0.06
H -2.57 5.47 -5.94 0.07
C -5.55 -5.04 -1.27 -0.05
C -5.18 -4.98 -2.80 -0.43
C -6.38 -5.21 -3.74 -0.22
O -6.82 -6.53 -3.50 -0.20
C -8.25 -6.66 -3.19 -0.08
N -4.51 -3.79 -3.19 0.03
H -5.85 -4.18 -0.67 0.07
H -4.79 -5.41 -0.58 0.06
H -6.36 -5.76 -1.09 0.06
H -4.56 -5.84 -3.05 0.14
H -6.10 -5.10 -4.79 0.12
H -7.07 -4.41 -3.48 0.12
H -8.72 -6.02 -2.44 0.08
H -8.45 -7.72 -3.03 0.08
H -8.78 -6.38 -4.10 0.08
H -3.60 -3.72 -2.75 0.07
H -5.02 -3.04 -2.74 0.07
C 4.94 2.04 -0.54 -0.04
C 4.57 1.14 -1.77 -0.46
C 5.77 0.63 -2.52 -0.20
O 5.56 0.72 -3.94 -0.22
C 5.80 2.04 -4.46 -0.09
N 3.79 -0.01 -1.38 0.05
H 5.24 1.44 0.33 0.07
H 3.99 2.57 -0.45 0.07
H 5.79 2.69 -0.75 0.07
H 4.01 1.79 -2.45 0.12
H 6.14 -0.38 -2.31 0.13
H 6.64 1.27 -2.36 0.11
H 5.41 2.84 -3.84 0.09
H 5.37 2.01 -5.47 0.08
H 6.87 2.10 -4.66 0.08
H 2.88 0.35 -1.15 0.07
H 3.73 -0.46 -2.28 0.07
C -2.63 -0.13 2.05 -0.08
C -1.77 0.03 0.83 -0.43
C -2.34 1.01 -0.26 -0.17
O -3.63 0.58 -0.72 -0.20
C -4.11 1.20 -1.89 -0.13
N -0.56 0.59 1.38 0.02
H -2.09 -0.72 2.79 0.08
H -3.65 -0.47 1.89 0.08
H -2.74 0.79 2.63 0.07
H -1.54 -0.89 0.28 0.14
H -1.61 0.98 -1.06 0.12
H -2.44 2.03 0.11 0.12
H -5.18 1.01 -1.97 0.08
H -3.75 0.75 -2.81 0.08
H -3.96 2.28 -1.92 0.08
H -0.18 -0.16 1.94 0.07
H -0.84 1.31 2.04 0.06
C -5.64 -1.46 10.39 -0.06
C -4.70 -1.58 9.17 -0.47
C -5.19 -2.46 8.06 -0.20
O -4.18 -2.43 6.99 -0.20
C -4.24 -3.62 6.11 -0.07
N -4.44 -0.24 8.71 0.04
H -6.66 -1.37 10.01 0.07
H -5.45 -0.72 11.16 0.08
H -5.73 -2.35 11.00 0.07
H -3.70 -1.91 9.43 0.14
H -6.24 -2.36 7.79 0.12
H -5.25 -3.46 8.49 0.12
H -4.07 -4.58 6.61 0.08
H -3.40 -3.55 5.42 0.08
H -5.17 -3.57 5.53 0.08
H -3.97 -0.39 7.83 0.06
H -5.35 0.12 8.47 0.07
C 1.98 -0.54 -6.38 -0.06
C 2.62 -1.84 -6.93 -0.41
C 3.36 -1.63 -8.24 -0.28
O 3.76 -2.82 -8.75 -0.17
C 4.76 -2.86 -9.81 -0.06
N 3.57 -2.23 -5.90 0.03
H 1.30 0.00 -7.04 0.07
H 2.72 0.24 -6.54 0.06
H 1.62 -0.54 -5.35 0.08
H 1.85 -2.62 -6.99 0.13
H 4.24 -1.04 -7.99 0.13
H 2.66 -1.10 -8.89 0.13
H 5.73 -3.17 -9.41 0.08
H 4.96 -1.94 -10.37 0.09
H 4.61 -3.70 -10.48 0.08
H 4.31 -2.84 -6.20 0.07
H 4.08 -1.36 -5.78 0.05

No. 6
16
Properties=species:S:1:pos:R:3:lowdin_charge:R:1 method="wB97M-V/def2-TZVPD" homo_ev=-4.02 e_above_lowest_kj_mol=12.50 total_energy_ev=-20723.438 multiplicity=1 smiles="CCO[P@](=O)([O-])OC" charge=-1
O -0.40 1.36 0.70 -0.34
O -1.16 -0.91 0.46 -0.35
O 0.36 0.08 -1.34 -0.25
O 1.29 -0.48 1.10 -0.25
C -0.76 0.45 -2.11 -0.18
C 2.39 -0.71 3.13 -0.09
C 1.00 -0.74 2.49 -0.30
P -0.02 0.02 0.23 0.16
H -1.34 1.26 -1.68 0.07
H -0.38 0.89 -3.04 0.08
H -1.42 -0.36 -2.37 0.07
H 2.34 -0.94 4.17 0.04
H 2.89 0.24 2.94 0.08
H 2.96 -1.53 2.71 0.06
H 0.47 -1.70 2.59 0.11
H 0.39 0.04 2.91 0.10

No. 7
14
Properties=species:S:1:pos:R:3:lowdin_spin:R:1 method="wB97M-V/def2-TZVPD" homo_ev="-19.07 / -19.07" e_above_lowest_kj_mol=0.00 total_energy_ev=-27289.211 s_squared=0.76 multiplicity=2 charge=+2
N -0.14 -0.93 0.56 0.00
C 0.45 -1.02 -0.65 0.00
N 1.66 -1.56 -0.75 0.00
N -0.22 -0.71 -1.76 0.00
H 0.47 -1.04 1.35 0.00
H -0.89 -0.27 0.71 0.00
H 2.04 -1.99 0.09 0.00
H 1.89 -2.07 -1.59 0.00
H -1.12 -0.26 -1.67 0.00
H 0.32 -0.46 -2.58 0.00
S -0.94 1.77 2.38 0.43
S -0.30 3.00 0.90 0.50
H -1.83 2.63 2.95 0.03
H -1.39 2.91 0.08 0.03